Molecular formula: C43H60CsI4N8O2
Method: DFT, ωB97M-V with the def2-TZVPD basis set

ORCA input file:
```
! wB97M-V def2-TZVPD RIJCOSX def2/J DEFGRID3
* xyz -1 1
C 16.56765 9.42234 13.78829
H 21.28614 8.69402 12.23999
H 12.57463 12.70587 17.64646
H 18.94382 14.86635 6.15033
H 10.60552 11.15799 10.85108
C 9.42983 13.30879 14.64883
C 17.98842 9.53340 12.01590
C 15.93223 18.24186 10.58975
H 17.94525 15.53544 9.99942
C 19.38679 11.97016 9.34367
I 14.88733 15.46357 6.02336
H 20.47329 14.07719 7.80963
H 19.96767 10.19863 8.32005
C 13.46783 13.35082 17.40846
H 22.20184 12.16740 9.25156
C 20.95134 7.75129 12.75193
C 17.51013 8.28085 13.91031
N 16.86737 10.08842 12.59738
C 19.45994 14.24306 8.14592
H 16.28512 18.54144 13.97073
H 10.29557 13.98538 12.86025
H 12.48283 9.32568 15.45559
C 17.74647 14.79370 10.75215
C 18.38124 7.36653 16.21945
C 13.56794 10.21597 17.12817
H 15.46953 17.47677 10.08676
C 16.76511 16.49625 12.32068
C 14.30307 11.24133 16.32608
N 15.54146 12.02310 14.44835
C 17.38093 7.24296 14.98589
N 8.43749 13.38947 11.65803
N 18.02113 12.39381 11.10411
C 14.25572 13.57297 18.71460
C 19.12493 13.31058 9.25649
H 14.96314 17.76533 14.79086
C 16.29960 16.45297 13.67517
H 8.40692 12.81042 13.17711
H 9.59963 14.13102 9.43853
H 11.92464 13.99826 14.67327
C 10.09565 14.42270 13.84233
H 7.16133 14.79368 10.92810
C 16.88081 17.69608 15.82753
H 10.94073 13.12731 9.60794
H 9.66174 16.39680 13.14485
H 16.37278 7.18926 15.39452
C 21.76484 11.17798 9.00069
H 15.46832 8.81533 15.38814
H 11.54000 10.58595 16.35340
C 16.05883 17.64536 14.52476
H 7.29146 16.30671 12.83479
H 18.01344 17.56404 10.90172
C 15.67450 9.69585 14.75049
C 16.07880 15.05065 13.89930
H 8.84610 15.37097 11.04469
H 17.47447 14.47800 7.11276
C 12.25312 9.76847 16.37914
H 15.11356 18.68640 11.26114
H 19.46541 15.24403 8.55687
H 20.35674 11.59816 7.46335
C 7.80415 15.34793 12.92310
H 7.18821 14.67037 13.49282
H 15.02830 14.28984 18.51817
H 16.27268 18.96460 9.83901
H 19.38551 6.37073 12.84243
H 13.86665 15.45165 8.39966
C 15.30291 14.43920 14.91024
C 17.03745 15.16834 11.90692
H 18.35706 8.41287 16.58576
C 18.71614 11.41065 10.49427
H 13.00237 14.21156 16.97089
Cs 14.01000 13.43203 11.99637
H 14.15646 9.27603 17.17672
H 13.29372 10.54904 18.16003
C 18.54637 14.16310 6.90439
H 14.90209 15.19118 15.61018
I 13.73940 12.69813 8.17548
H 13.64829 13.91784 19.58304
C 18.32468 8.33083 12.81104
H 11.75017 8.98845 16.97084
C 18.27665 13.55938 10.40593
H 22.39778 10.64528 8.29632
C 15.03778 13.11952 15.19829
N 16.63911 14.31096 12.88852
H 17.48167 6.27885 14.45001
C 17.12018 17.69057 11.47472
C 18.69371 10.05524 10.99969
H 21.53093 6.87595 12.48392
N 10.05155 11.74581 11.40950
I 15.17165 10.02878 11.32042
H 9.70298 11.30907 12.24436
H 19.40096 7.04320 15.93047
H 19.39174 9.46496 10.48542
H 8.92943 15.99676 14.66786
H 21.07224 7.88196 13.79949
C 9.49836 12.91012 11.04182
C 8.06924 14.75848 11.54569
H 17.82378 17.21638 15.64888
H 21.75250 10.62250 9.93170
C 14.24652 12.60402 16.33902
O 9.74837 13.16981 15.79329
H 19.39588 7.13323 11.34140
N 11.34885 14.83199 14.40194
C 20.36378 11.24889 8.44488
H 11.20751 15.24377 15.30291
H 17.34357 18.56176 12.13128
H 14.67864 12.63662 19.01446
O 8.54581 12.52257 14.11532
H 16.39708 17.08345 16.59907
H 17.02011 18.65245 16.14431
I 12.75117 9.58345 9.46823
C 14.55316 14.70304 8.04317
C 15.13902 10.96825 15.10900
H 15.54356 14.71060 8.58914
H 18.03384 6.63357 16.98374
C 9.14053 15.60072 13.64927
H 18.48646 13.13258 6.52206
N 10.17202 13.56680 10.04467
C 19.46624 7.39665 12.45976
*
```

Values from the calculation:
HOMO energy (alpha / beta) (eV): -4.1 / -4.1
DFT total energy (eV): -94533.3438
Energy above the lowest of the compared OMol25 structures with the same formula, charge and spin (kJ/mol): 14.8